This record from the OMol25 dataset describes 2 unconnected molecules or ions with the total composition C7H14N2 at a distorted geometry. The level of theory is ωB97M-V/def2-TZVPD.

SMILES string	Cc1c[nH]cn1.CCC
HOMO-LUMO gap	9.4	eV
highest occupied orbital energy	-8.6	eV
ΔE to the lowest compared entry with this formula, charge and spin	0.700	eV

```
! wB97M-V def2-TZVPD RIJCOSX def2/J DEFGRID3
* xyz 0 1
C -1.399 0.958 -2.465
C -2.037 0.821 1.043
C -1.689 0.521 -1.076
C -1.623 -0.713 -0.481
N -1.976 1.458 -0.087
N -1.873 -0.533 0.877
H -2.227 1.254 2.014
H -1.960 -1.220 1.604
H -1.597 -1.683 -0.937
H -2.004 0.606 -3.282
H -0.335 0.697 -2.587
H -1.554 2.025 -2.578
C 2.900 -1.228 0.360
C 3.889 -0.915 1.583
C 2.114 0.055 0.108
H 3.557 -1.531 -0.437
H 2.243 -2.019 0.772
H 3.458 -0.164 2.230
H 1.456 -0.194 -0.698
H 1.680 0.545 0.976
H 2.754 0.886 -0.230
H 4.065 -1.867 2.065
H 4.843 -0.517 1.210
*
```

***

This record from the OMol25 dataset describes 2 unconnected molecules or ions with the total composition C7H14N2 at a distorted geometry. The level of theory is ωB97M-V/def2-TZVPD.

SMILES string	[H]/N=N\C(C)(C)C.C#CC
HOMO-LUMO gap	9.0	eV
highest occupied orbital energy	-8.1	eV
ΔE to the lowest compared entry with this formula, charge and spin	5.059	eV

```
! wB97M-V def2-TZVPD RIJCOSX def2/J DEFGRID3
* xyz 0 1
C -3.003 0.757 -0.489
C -2.774 -0.287 -0.047
C -2.940 2.003 -1.306
C 1.720 0.023 1.628
C 2.318 -1.236 -0.517
C 0.627 0.605 -0.591
C 1.241 -0.550 0.221
N -0.333 -2.172 1.127
N 0.143 -1.454 0.321
H -4.031 2.242 -1.649
H -2.623 2.770 -0.687
H -2.236 1.799 -2.077
H 1.647 -0.759 2.493
H 2.732 0.248 1.513
H 1.283 0.887 1.992
H 2.802 -1.950 0.112
H 2.986 -0.426 -0.895
H 1.826 -1.890 -1.299
H 1.143 1.566 -0.423
H 0.502 0.433 -1.666
H -0.377 0.652 -0.333
H 0.000 -2.029 2.079
H -2.652 -1.231 0.495
*
```

***

This record from the OMol25 dataset describes 2 unconnected molecules or ions with the total composition C7H14N2 at a distorted geometry. The level of theory is ωB97M-V/def2-TZVPD.

SMILES string	CCc1c[nH]cn1.CC
HOMO-LUMO gap	9.4	eV
highest occupied orbital energy	-8.5	eV
ΔE to the lowest compared entry with this formula, charge and spin	1.018	eV

```
! wB97M-V def2-TZVPD RIJCOSX def2/J DEFGRID3
* xyz 0 1
C -2.893 1.899 0.311
C -1.514 2.512 0.547
H -3.568 2.747 0.268
H -2.967 1.107 -0.431
H -3.130 1.154 1.117
H -1.694 3.517 0.933
H -0.903 2.455 -0.384
H -0.853 1.931 1.194
C 1.467 -1.743 -1.571
C 2.258 -0.473 -2.073
C 0.836 -1.380 -0.243
C 1.436 -1.795 0.957
C -0.519 -0.780 1.304
N -0.379 -0.830 0.017
N 0.560 -1.343 1.935
H 0.684 -2.089 -2.252
H 2.189 -2.555 -1.433
H 2.649 -0.055 -1.150
H 2.404 -2.104 1.278
H -1.331 -0.371 1.860
H 0.755 -1.299 2.920
H 1.497 0.264 -2.318
H 3.017 -0.769 -2.787
*
```

***

This record from the OMol25 dataset describes C7H14N2O3S in the gas phase at a distorted geometry. The level of theory is ωB97M-V/def2-TZVPD.

SMILES string	CSCC[C@H](N)C(=O)NCC(=O)O
HOMO-LUMO gap	8.9	eV
highest occupied orbital energy	-8.6	eV
ΔE to the lowest compared entry with this formula, charge and spin	0.594	eV

```
! wB97M-V def2-TZVPD RIJCOSX def2/J DEFGRID3
* xyz 0 1
C 3.390 -1.670 0.800
C 2.068 0.198 -0.992
C 1.137 0.602 0.114
C -0.199 0.989 -0.426
C -1.213 1.461 0.626
C -1.978 -0.924 0.966
C -2.763 -1.316 -0.292
H 3.249 -2.636 0.250
H 4.354 -1.808 1.423
H 2.575 -1.521 1.577
H 2.265 1.114 -1.581
H 1.700 -0.484 -1.673
H 0.892 -0.206 0.848
H 1.478 1.436 0.695
H -0.652 0.064 -0.970
H 0.238 2.841 -0.790
H -0.846 2.328 -1.891
H -2.816 0.842 1.666
H -2.293 -1.449 1.868
H -0.983 -1.308 0.662
H -3.785 -0.741 -1.787
N 0.019 2.046 -1.386
N -1.983 0.503 1.225
O -1.275 2.656 0.993
O -3.311 -0.321 -1.034
O -2.915 -2.466 -0.643
S 3.648 -0.228 -0.247
*
```

***

This record from the OMol25 dataset describes C7H14N2O4 in the gas phase at a distorted geometry. The level of theory is ωB97M-V/def2-TZVPD.

SMILES string	C[C@H](N)C(=O)N[C@H](C(=O)O)[C@@H](C)O
HOMO-LUMO gap	9.9	eV
highest occupied orbital energy	-9.4	eV
ΔE to the lowest compared entry with this formula, charge and spin	1.745	eV

```
! wB97M-V def2-TZVPD RIJCOSX def2/J DEFGRID3
* xyz 0 1
C 2.372 -0.553 0.389
C 1.000 -0.077 0.068
C 3.319 0.620 0.433
C -1.405 -0.222 0.715
C -2.129 -1.493 0.191
C -1.614 0.876 -0.258
C -3.055 1.389 -0.441
H 3.527 -2.020 -0.336
H 2.701 -1.393 -1.632
H 2.437 -1.012 1.380
H 3.424 1.040 -0.592
H 4.318 0.594 0.663
H 2.773 1.452 1.148
H 0.211 -0.893 1.691
H -1.888 0.108 1.618
H -1.258 0.458 -1.224
H -0.298 2.356 -0.631
H -3.796 0.518 -0.507
H -3.358 1.787 0.504
H -3.103 2.121 -1.163
H -2.139 -2.756 -1.218
N 2.634 -1.645 -0.593
N 0.061 -0.247 0.956
O 0.937 0.607 -0.964
O -3.242 -1.660 0.611
O -0.927 2.099 0.021
O -1.501 -2.056 -0.828
*
```

***

This record from the OMol25 dataset describes C7H14N2O4 in the gas phase at a distorted geometry. The level of theory is ωB97M-V/def2-TZVPD.

SMILES string	COC(=O)N(CC(C)(C)C)[N+](=O)[O-]
HOMO-LUMO gap	11.1	eV
highest occupied orbital energy	-10.6	eV
ΔE to the lowest compared entry with this formula, charge and spin	5.229	eV

```
! wB97M-V def2-TZVPD RIJCOSX def2/J DEFGRID3
* xyz 0 1
C 1.709 -1.035 0.163
C -1.020 2.314 -0.614
C -0.831 0.070 -1.487
C -2.512 0.577 0.333
C 1.544 -3.354 0.747
C -0.170 0.413 1.020
C -1.071 0.870 -0.165
N 1.357 0.221 0.605
N 2.128 1.271 0.154
O 2.368 -1.353 -0.798
O 3.242 0.992 -0.095
O 1.617 2.360 0.198
O 1.235 -2.001 1.043
H -0.995 3.072 0.243
H -0.139 2.302 -1.165
H -1.758 2.511 -1.417
H -0.658 -0.997 -1.317
H -1.735 0.132 -2.071
H -0.066 0.456 -2.146
H -2.821 -0.394 0.723
H -3.110 0.843 -0.506
H -2.769 1.259 1.043
H 0.656 -3.941 0.299
H 1.882 -3.781 1.686
H 2.348 -3.402 -0.001
H -0.417 -0.497 1.603
H -0.014 1.092 1.921
*
```